--- a ---
Density functional theory data (ωB97M-V/def2-TZVPD) for a molecular structure, C9H19BrNOPd.

Geometry as ORCA input:
```
! wB97M-V def2-TZVPD RIJCOSX def2/J DEFGRID3
* xyz 1 3
Pd -10.481 1.060 -0.192
Br -6.557 1.360 0.927
C 0.367 -1.131 2.451
C 0.537 -0.189 1.293
C 2.096 0.116 1.184
C 2.390 0.934 -0.118
C 1.956 0.053 -1.385
C 0.466 -0.382 -1.307
N -0.041 -0.789 0.084
O -1.371 -1.355 0.173
C -0.384 0.766 -1.837
C 0.163 -1.626 -2.301
C -0.204 1.112 1.663
H 0.670 -2.140 2.173
H -0.664 -1.110 2.806
H 0.865 -0.835 3.374
H 2.446 0.644 2.070
H 2.617 -0.841 1.196
H 3.446 1.186 -0.217
H 1.847 1.878 -0.056
H 2.566 -0.850 -1.381
H 2.061 0.693 -2.261
H -0.234 1.781 -1.471
H -0.277 0.917 -2.911
H -1.462 0.655 -1.713
H 0.445 -2.598 -1.897
H -0.893 -1.699 -2.560
H 0.697 -1.492 -3.242
H -1.168 0.974 2.153
H -0.456 1.692 0.774
H 0.435 1.764 2.259
H -1.879 -0.547 0.272
*
```

Summary:
Lowest unoccupied orbital energy (spin up / spin down) (eV): -2.7 / -6.7
<S²>: 2.012
HOMO (spin up / spin down) (eV): -10.722 / -9.258
Molar mass (g mol⁻¹): 343.58

---

--- b ---
Density functional theory data (ωB97M-V/def2-TZVPD) for a molecular structure, C9H19BrNOPd.

Geometry as ORCA input:
```
! wB97M-V def2-TZVPD RIJCOSX def2/J DEFGRID3
* xyz 1 3
Pd -5.809 3.712 -1.389
Br -4.274 1.937 -0.170
C -1.818 -1.645 -0.836
C -0.377 -1.220 -0.224
C 0.666 -1.482 -1.330
C 1.980 -0.789 -0.984
C 1.956 0.701 -0.687
C 0.787 1.005 0.325
N -0.374 0.204 0.131
O -1.480 0.519 0.951
C 1.309 0.730 1.782
C 0.352 2.532 0.150
C -0.126 -2.117 1.095
H -1.960 -2.708 -1.030
H -2.660 -1.495 -0.160
H -2.059 -1.181 -1.793
H 0.847 -2.557 -1.326
H 0.402 -1.206 -2.351
H 2.307 -1.336 -0.100
H 2.632 -1.057 -1.815
H 1.725 1.371 -1.514
H 2.857 1.090 -0.214
H 2.062 1.500 1.950
H 1.885 -0.177 1.965
H 0.556 0.928 2.544
H 1.227 3.112 -0.145
H 0.047 2.927 1.119
H -0.431 2.719 -0.584
H 0.860 -2.015 1.550
H -0.860 -1.944 1.882
H -0.223 -3.163 0.805
H -2.008 1.107 0.406
*
```

Summary:
Lowest unoccupied orbital energy (spin up / spin down) (eV): -4.1 / -6.1
<S²>: 2.007
HOMO (spin up / spin down) (eV): -12.401 / -12.322
Molar mass (g mol⁻¹): 343.58

---

Quick one: most stable of them? b

---

--- a ---
Density functional theory data (ωB97M-V/def2-TZVPD) for a single C4H4S molecule.

Geometry as ORCA input:
```
! wB97M-V def2-TZVPD RIJCOSX def2/J DEFGRID3
* xyz 0 1
C -0.138 0.639 0.457
C 0.714 -0.191 -0.299
C 0.040 -1.240 -0.827
S -1.620 -1.265 -0.439
C -1.409 0.172 0.456
H 0.172 1.532 0.968
H 1.765 -0.020 -0.440
H 0.441 -2.022 -1.444
H -2.261 0.602 0.948
*
```

Summary:
SMILES string: c1ccsc1
Lowest unoccupied orbital energy (eV): 1.0
HOMO (eV): -9.007
Molar mass (g mol⁻¹): 84.14

---

--- b ---
Density functional theory data (ωB97M-V/def2-TZVPD) for 2 unconnected molecules or ions with the total composition C4H4S.

Geometry as ORCA input:
```
! wB97M-V def2-TZVPD RIJCOSX def2/J DEFGRID3
* xyz 0 1
C -0.432 -0.015 -1.494
C 0.072 0.109 -0.237
C -1.217 0.577 -0.475
C 1.072 0.252 0.812
S -2.841 -1.460 0.723
H -0.401 -0.173 -2.503
H 1.294 1.245 0.875
H 1.908 -0.376 0.595
H 0.545 -0.159 1.706
*
```

Summary:
Lowest unoccupied orbital energy (spin up / spin down) (eV): -2.0 / -2.0
HOMO (spin up / spin down) (eV): -9.081 / -9.088
Molar mass (g mol⁻¹): 84.14

---

Quick one: most stable of them? a

---

--- a ---
Density functional theory data (ωB97M-V/def2-TZVPD) for a molecular structure, C2ClI3O.

Geometry as ORCA input:
```
! wB97M-V def2-TZVPD RIJCOSX def2/J DEFGRID3
* xyz 0 1
C 0.660 -1.621 0.206
C -0.197 -1.074 -0.587
O 1.373 -2.262 0.865
Cl -1.091 2.806 0.954
I 1.152 3.383 0.832
I -2.281 -1.431 -0.138
I 0.383 0.199 -2.131
*
```

Summary:
Lowest unoccupied orbital energy (eV): -1.5
HOMO (eV): -8.801
Molar mass (g mol⁻¹): 456.19

---

--- b ---
Density functional theory data (ωB97M-V/def2-TZVPD) for a molecular structure, C2ClI3O.

Geometry as ORCA input:
```
! wB97M-V def2-TZVPD RIJCOSX def2/J DEFGRID3
* xyz 0 1
C 0.176 -0.361 0.029
C -0.051 0.527 -0.969
O 0.524 -1.214 0.689
Cl -0.744 1.784 1.716
I -2.164 0.893 -0.946
I 1.296 2.217 -0.738
I 0.512 -0.676 -2.762
*
```

Summary:
Lowest unoccupied orbital energy (eV): -2.2
HOMO (eV): -8.456
Molar mass (g mol⁻¹): 456.19

---

Quick one: most stable of them? a

---

--- a ---
Density functional theory data (ωB97M-V/def2-TZVPD) for 2 unconnected molecules or ions with the total composition C9H13NO2.

Geometry as ORCA input:
```
! wB97M-V def2-TZVPD RIJCOSX def2/J DEFGRID3
* xyz 1 2
C 1.999 0.657 3.326
C 3.213 1.130 2.652
O 4.038 1.957 2.995
N 3.177 0.773 1.249
H 3.959 1.148 0.714
H 2.574 0.185 0.749
H 1.611 -0.402 3.371
H 1.141 1.088 3.007
H 2.278 0.918 4.418
C -3.710 0.157 -2.413
C 0.130 -0.866 -0.590
C -0.172 -1.321 -1.901
C -0.856 -0.173 0.141
C -1.348 -0.889 -2.494
C -2.098 0.082 -0.485
C -2.404 -0.296 -1.793
O 1.376 -1.035 -0.047
H 1.892 -1.665 -0.601
H 0.541 -1.816 -2.540
H -0.925 -0.129 1.192
H -1.448 -1.049 -3.551
H -2.826 0.408 0.215
H -4.317 0.673 -1.654
H -4.344 -0.552 -2.891
H -3.481 1.016 -3.068
*
```

Summary:
Lowest unoccupied orbital energy (spin up / spin down) (eV): -4.3 / -8.3
<S²>: 0.768
HOMO (spin up / spin down) (eV): -12.336 / -12.334
Molar mass (g mol⁻¹): 167.21

---

--- b ---
Density functional theory data (ωB97M-V/def2-TZVPD) for 2 unconnected molecules or ions with the total composition C9H13NO2.

Geometry as ORCA input:
```
! wB97M-V def2-TZVPD RIJCOSX def2/J DEFGRID3
* xyz 1 2
C -0.342 3.013 1.051
C 1.962 0.338 -0.301
C 1.305 1.529 -0.144
C 1.665 -0.663 0.656
C 0.354 1.736 0.867
C 0.605 -0.562 1.626
C 0.036 0.658 1.761
O 2.453 -1.708 0.660
H 2.718 0.257 -1.064
H 1.476 2.309 -0.871
H 2.272 -2.341 1.389
H 0.366 -1.453 2.206
H -1.411 2.868 0.846
H 0.074 3.850 0.477
H -0.709 0.781 2.535
H -0.327 3.326 2.106
C -2.636 -0.128 -0.641
C -1.866 -0.994 -1.598
O -2.074 -1.058 -2.785
N -0.889 -1.793 -1.017
H -0.534 -2.491 -1.650
H -0.339 -1.576 -0.198
H -2.364 0.911 -0.785
H -2.480 -0.452 0.384
H -3.705 -0.152 -0.857
*
```

Summary:
Lowest unoccupied orbital energy (spin up / spin down) (eV): -4.1 / -7.7
<S²>: 0.767
HOMO (spin up / spin down) (eV): -12.778 / -12.770
Molar mass (g mol⁻¹): 167.21

---

Quick one: most stable of them? b

---

--- a ---
Density functional theory data (ωB97M-V/def2-TZVPD) for a single C4H5N3O3 molecule.

Geometry as ORCA input:
```
! wB97M-V def2-TZVPD RIJCOSX def2/J DEFGRID3
* xyz 0 1
C 2.089 -0.681 -0.036
C 1.997 0.668 -0.043
C -0.080 -0.072 0.054
C -1.749 -0.242 -0.075
N 0.788 -1.134 -0.044
N 0.605 1.050 -0.078
N -2.241 1.038 0.022
O 0.205 2.221 0.038
O -2.310 -1.324 -0.090
O 0.328 -2.409 0.049
H 2.982 -1.251 0.146
H 2.854 1.421 -0.172
H -1.609 1.834 -0.067
H -3.213 1.401 -0.055
H -0.647 -2.521 0.351
*
```

Summary:
Lowest unoccupied orbital energy (eV): 0.7
HOMO (eV): -8.311
Molar mass (g mol⁻¹): 143.10

---

--- b ---
Density functional theory data (ωB97M-V/def2-TZVPD) for a single C4H5N3O3 molecule.

Geometry as ORCA input:
```
! wB97M-V def2-TZVPD RIJCOSX def2/J DEFGRID3
* xyz 0 1
O 3.117 0.879 0.485
C 1.906 1.362 0.304
O 1.273 0.934 -0.900
C 0.632 0.238 0.147
O 1.116 -1.054 0.225
N -0.804 0.436 0.146
C -1.773 -0.394 0.598
C -2.892 0.280 0.260
N -2.559 1.462 -0.266
N -1.268 1.544 -0.332
H 3.081 -0.004 0.073
H 1.617 2.326 0.657
H 0.483 -1.601 -0.306
H -1.844 -1.278 1.108
H -3.995 0.096 0.474
*
```

Summary:
SMILES string: O[C@H]1O[C@]1(O)n1ccnn1
Lowest unoccupied orbital energy (eV): 0.5
HOMO (eV): -9.377
Molar mass (g mol⁻¹): 143.10

---

--- c ---
Density functional theory data (ωB97M-V/def2-TZVPD) for a single C4H5N3O3 molecule.

Geometry as ORCA input:
```
! wB97M-V def2-TZVPD RIJCOSX def2/J DEFGRID3
* xyz 0 1
C 0.095 -0.890 -0.688
C 2.047 0.398 -0.216
C -1.944 0.333 -0.010
C 1.748 -0.497 0.994
N 0.934 0.177 -1.113
N 0.712 -1.246 0.658
N -1.152 0.979 0.888
O -3.077 0.599 -0.235
O 2.965 1.170 -0.334
O -1.312 -0.756 -0.694
H 0.117 -1.798 -1.320
H 0.727 0.922 -1.714
H 0.114 -1.828 1.389
H -0.418 0.570 1.321
H -1.556 1.867 1.073
*
```

Summary:
Lowest unoccupied orbital energy (eV): -0.5
HOMO (eV): -9.302
Molar mass (g mol⁻¹): 143.10

---

Quick one: most stable of them? c

---

--- a ---
Density functional theory data (ωB97M-V/def2-TZVPD) for a gas-phase ion, C3H10NS (charge +1).

Geometry as ORCA input:
```
! wB97M-V def2-TZVPD RIJCOSX def2/J DEFGRID3
* xyz 1 1
C 1.658 0.366 1.134
N 0.426 0.583 0.365
C -0.328 -0.690 0.249
C -1.614 -0.393 -0.782
S -1.183 0.994 -2.005
H 2.214 1.198 1.331
H 1.558 -0.240 2.055
H 2.290 -0.221 0.573
H -0.193 1.157 1.033
H 0.476 1.010 -0.639
H 0.123 -1.496 -0.140
H -0.677 -0.906 1.315
H -1.900 -1.203 -1.489
H -2.541 -0.263 -0.380
H -0.311 0.105 -2.620
*
```

Summary:
SMILES string: C[NH2+]CCS
Lowest unoccupied orbital energy (eV): -3.4
HOMO (eV): -14.075
Molar mass (g mol⁻¹): 92.19

---

--- b ---
Density functional theory data (ωB97M-V/def2-TZVPD) for 2 unconnected molecules or ions with the total composition C3H10NS.

Geometry as ORCA input:
```
! wB97M-V def2-TZVPD RIJCOSX def2/J DEFGRID3
* xyz 1 1
C -1.992 1.149 0.737
C -0.946 0.106 0.343
C 1.316 0.547 -0.482
N 0.408 0.701 0.392
H -1.756 1.599 1.697
H -2.087 1.907 -0.038
H -2.946 0.633 0.820
H -0.977 -0.705 1.071
H -1.044 -0.298 -0.661
H 2.284 0.999 -0.312
H 1.098 -0.003 -1.386
H 0.622 1.275 1.205
S 1.640 -3.038 -0.808
H 2.854 -2.494 -0.614
H 1.525 -2.378 -1.964
*
```

Summary:
Lowest unoccupied orbital energy (eV): -5.0
HOMO (eV): -13.411
Molar mass (g mol⁻¹): 92.19

---

Quick one: most stable of them? b